No. 1
Entry from the OMol25 dataset: an isolated molecule of C5H7NO2 (wB97M-V/def2-TZVPD).

Positions of all 15 atoms, in Å:
C1 -0.06074 -1.70994 -0.04406
C2 0.96219 0.63941 0.58950
C3 0.42959 0.70508 -0.80847
C4 -0.27109 0.24671 1.41121
C5 -0.37785 -0.53555 -1.04761
N1 -0.69402 -1.04509 0.88319
O1 0.40928 -2.81983 -0.19624
O2 -1.49437 -0.65808 -1.69838
H1 1.66206 -0.19406 0.84695
H2 1.48212 1.63426 0.82333
H3 -0.04159 1.71820 -1.04223
H4 1.26309 0.55380 -1.58798
H5 -0.14371 0.29867 2.52233
H6 -1.18610 0.87022 1.05637
H7 -1.93886 0.29621 -1.70789

HOMO (alpha / beta) = -6.003 / -9.553 eV
Spin multiplicity = 3
Relative energy (zero: lowest compared OMol25 entry of this formula, charge and spin) = 199.1 kJ/mol
Total energy = -399.7431 Eh
Maximum force = 6.1 eV/A

=====

No. 2
Entry from the OMol25 dataset: a cluster of 2 separate species, C5H7NO3S in total (wB97M-V/def2-TZVPD).

Positions of all 17 atoms, in Å:
C1 -2.75244 0.43747 1.17591
C2 -2.55876 -0.93554 0.84361
C3 -2.27146 1.31742 0.18584
C4 1.47421 0.29377 0.91672
C5 1.45612 1.37653 -1.10224
N1 -1.78043 0.73086 -0.85866
O1 0.92060 -0.22777 1.88696
O2 -1.18617 1.18937 -1.84301
O3 0.76010 1.08865 0.06541
S1 -1.80483 -1.07029 -0.70665
H1 -2.99813 1.05266 2.01944
H2 -2.85045 -1.88597 1.33864
H3 -2.12303 2.36508 0.32903
H4 2.48173 0.16440 0.56521
H5 0.63914 1.43656 -1.80194
H6 2.22028 0.62579 -1.45203
H7 2.01898 2.43136 -0.94759

HOMO (alpha / beta) = -8.181 / -8.180 eV
Relative energy (zero: lowest compared OMol25 entry of this formula, charge and spin) = 318.2 kJ/mol
Total energy = -873.2437 Eh
Maximum force = 4.2 eV/A

=====

| no. | molar mass (g/mol) |
| --- | --- |
| 1 | 113.116 |
| 2 | 161.182 |